Record 1
Here is C5H6N2O in the gas phase from the OMol25 dataset. Energies are from ωB97M-V/def2-TZVPD.

Last column: Mulliken charge in e.
Element x y z (Å)
C  1.7571  0.0258  -0.5459  -0.35
C  1.0088  1.1062  -0.3958  -0.67
C  -0.1549  0.7137  0.4734  -0.03
N  -1.5244  0.8642  -0.1527  -0.23
N  -1.8313  -0.4436  -0.5549  -0.48
C  -0.9451  -1.2990  -0.4549  -0.46
C  0.0839  -0.7972  0.5616  0.37
O  1.3553  -1.0797  0.1959  -0.41
H  2.6714  -0.2492  -1.1626  0.36
H  1.1874  2.0278  -0.8600  0.42
H  -0.1016  1.3193  1.4115  0.38
H  -2.1524  1.0549  0.6170  0.33
H  -1.1735  -2.2723  -0.7753  0.45
H  -0.1807  -0.9709  1.6428  0.30

Cartesian forces (eV/Å) of the 6 atoms listed first:
2.018 -1.249 -0.783
-0.230 -1.371 -0.144
0.288 1.684 -0.112
1.628 -1.148 1.154
-3.396 1.315 -2.476
0.889 0.964 2.701

Results
SMILES: C1=C[C@H]2NN=C[C@H]2O1
Orbital gap: 9.99 eV
Spin multiplicity: 1
DFT total energy: -10306.890 eV


Record 2
Here is C5H6N2O in the gas phase from the OMol25 dataset. Energies are from ωB97M-V/def2-TZVPD.

Last column: Mulliken charge in e.
Element x y z (Å)
H  -1.5992  -0.2257  4.1532  0.24
N  -1.5587  -0.3502  3.1068  -0.53
C  -0.4248  0.0123  2.6264  0.02
N  -0.0990  -0.0615  1.2181  -0.14
C  -0.8291  -0.8112  0.2287  0.17
O  -1.6088  -1.7248  0.3481  -0.50
C  -0.3617  -0.4249  -1.0541  0.15
C  0.3472  -0.0844  -1.9887  0.42
C  1.1255  0.4874  -3.0422  -1.18
H  0.4898  0.4887  3.1586  0.26
H  0.5890  0.5337  0.9088  0.22
H  0.5899  0.4664  -3.9756  0.31
H  1.1585  1.5781  -2.7089  0.25
H  2.1813  0.1161  -2.9792  0.30

Cartesian forces (eV/Å) of the 6 atoms listed first:
0.289 -0.083 -1.479
1.718 0.564 0.550
0.317 0.366 -0.355
-3.782 -2.635 2.285
0.457 -0.253 0.699
0.186 0.720 1.071

Results
SMILES: [H]/N=C/NC(=O)C#CC
Orbital gap: 10.32 eV
Spin multiplicity: 1
DFT total energy: -10307.340 eV


Record 3
Here is C5H6N2O2 in the gas phase from the OMol25 dataset. Energies are from ωB97M-V/def2-TZVPD.

Last column: Mulliken charge in e.
Element x y z (Å)
O  2.1994  -1.2031  -0.3651  -0.43
N  1.4882  -0.2694  0.4033  -0.02
C  1.5260  1.0377  -0.1741  -0.16
N  0.4704  1.7229  -0.1720  -0.59
C  -0.5321  0.8535  0.4751  0.61
C  -1.8437  0.5033  -0.2897  -0.63
O  -2.0422  -0.9177  -0.1335  -0.39
C  -0.7703  -1.4436  0.0793  -0.42
C  0.1126  -0.5096  0.4910  -0.02
H  2.7298  -1.6386  0.3433  0.37
H  2.4747  1.3416  -0.6255  0.40
H  -0.7105  1.2475  1.4689  0.29
H  -1.6955  0.7478  -1.3304  0.29
H  -2.7837  0.9963  0.0431  0.26
H  -0.6230  -2.4687  -0.2137  0.43

Cartesian forces (eV/Å) of the 6 atoms listed first:
0.774 -0.684 1.121
-0.119 0.429 0.036
0.985 -0.237 -0.471
-0.555 -0.166 -0.012
-0.850 -0.365 -0.007
-0.449 0.846 0.737

Results
SMILES: ON1C=N[C@H]2COC=C21
Orbital gap: 8.92 eV
Spin multiplicity: 1
DFT total energy: -12353.920 eV


Record 4
Here is C5H6N2O2 in the gas phase from the OMol25 dataset. Energies are from ωB97M-V/def2-TZVPD.

Last column: Mulliken charge in e.
Element x y z (Å)
O  0.3818  -1.1155  1.9917  -0.43
C  0.8148  -1.4968  0.9146  0.06
C  1.3745  -0.4172  -0.0387  -0.11
O  2.1560  0.5296  0.3972  -0.44
N  -0.0168  0.1258  -0.4180  0.09
C  -1.0468  -0.0836  -1.3089  -0.18
C  -2.0240  0.8129  -0.9009  -0.62
N  -1.6679  1.5552  0.1685  -0.57
C  -0.4981  1.1641  0.4453  -0.03
H  0.3394  -2.4048  0.4706  0.34
H  1.8723  -0.8149  -1.0091  0.33
H  2.1699  0.6295  1.2288  0.30
H  -0.9336  -0.7873  -2.0265  0.50
H  -3.0209  0.8159  -1.1905  0.43
H  0.0995  1.4870  1.2759  0.32

Cartesian forces (eV/Å) of the 6 atoms listed first:
1.615 -0.945 -0.542
-2.201 1.298 1.113
-1.921 -2.990 -4.068
1.662 0.625 -8.418
0.486 2.828 1.977
-0.082 2.386 2.811

Results
SMILES: O=C[C@H](O)n1ccnc1
Orbital gap: 8.70 eV
Spin multiplicity: 1
DFT total energy: -12354.612 eV


Record 5
Here is a molecular structure, C5H6N2O5Pd from the OMol25 dataset. Energies are from ωB97M-V/def2-TZVPD.

Last column: Mulliken charge in e.
Element x y z (Å)
Pd  0.0000  0.0000  0.0000  0.54
C  0.0759  1.4827  1.1380  0.31
O  0.1230  2.3974  1.8400  -0.21
C  -0.0070  1.1882  -1.4912  0.29
O  -0.0099  1.9310  -2.3711  -0.07
C  -1.9073  0.0531  0.0512  0.45
O  -3.0560  0.1142  0.1045  -0.09
C  1.9069  -0.0590  -0.0557  0.41
O  3.0583  -0.0654  -0.0667  -0.08
H  -0.0903  -3.7668  -2.4766  0.00
H  -0.0936  -3.2756  -3.1164  0.01
N  -1.0707  0.4819  3.9458  -0.37
C  0.0000  0.0000  3.2709  0.73
N  1.0694  -0.4901  3.9398  -0.38
O  0.0000  0.0000  2.0000  -0.47
H  -1.0855  0.4872  4.9771  0.24
H  -1.8856  0.8528  3.4358  0.23
H  1.8813  -0.8588  3.4234  0.23
H  1.0887  -0.5023  4.9700  0.23

Cartesian forces (eV/Å) of the 6 atoms listed first:
0.000 -2.626 -4.233
0.289 5.459 4.624
-0.069 -1.042 -1.818
-0.061 4.693 -7.418
0.018 -2.718 3.452
-8.237 -1.154 0.230

Results
Charge: +2
Orbital gap (spin up / spin down): 9.38 / 7.90 eV
⟨S²⟩: 2.01
Spin multiplicity: 3
DFT total energy: -21956.570 eV


Record 6
Here is a molecular structure, C5H6N2S from the OMol25 dataset. Energies are from ωB97M-V/def2-TZVPD.

Last column: Mulliken charge in e.
Element x y z (Å)
C  -0.8496  0.6987  1.5991  -0.85
C  -0.7982  -0.2109  0.6661  -0.38
C  0.0681  -0.3248  -0.4170  1.33
C  -0.3218  -1.4502  -1.2773  -0.39
C  -0.8916  -2.5452  -1.6736  -0.54
H  0.5355  1.7556  2.9833  0.17
H  0.8312  1.9170  0.9435  0.37
H  -1.5605  0.7946  2.3269  0.45
H  -1.5087  -0.9672  0.7007  0.33
H  3.2323  0.7942  -1.9912  0.18
H  -1.1649  -3.2266  -2.3996  0.41
N  -0.4904  2.2067  1.1870  -0.35
N  1.0445  0.5136  -0.5260  -0.50
S  1.8741  0.0446  -2.1219  -0.23

Cartesian forces (eV/Å) of the 6 atoms listed first:
0.305 5.679 -2.916
-0.726 -1.001 1.223
0.855 0.214 -1.239
-2.659 -5.599 -1.800
3.890 7.577 2.560
-1.263 1.156 -2.264

Results
Orbital gap: 6.87 eV
Spin multiplicity: 1
DFT total energy: -19085.511 eV


Taking the records one at a time from the top gives molecular weight values of 110.12 110.12 126.11 126.11 280.53 126.18 g mol⁻¹.